Record 1
This record from the Open Molecules 2025 dataset describes a cluster of 2 separate species, C2H4N3O3 in total at a distorted geometry. The level of theory is ωB97M-V/def2-TZVPD.

```
12
Properties=species:S:1:pos:R:3:forces:R:3:mulliken_charge:R:1
C -1.44387 -1.25171 -0.92915 0.2339 -0.1605 -5.6610 0.5860
C -0.00354 0.99860 -0.63371 0.6915 -0.2397 0.6715 -0.9458
N 1.16411 0.35441 -0.53895 0.1241 -0.9427 0.0198 -0.1978
N -1.77463 -1.64537 0.13781 -0.4796 0.5990 4.8726 -0.5406
N 1.67301 -0.12480 0.54760 -0.1827 1.0374 -0.2641 0.4858
O 1.18332 0.60098 1.81818 -3.3139 0.9585 -1.5138 -0.5307
O -1.36964 -1.23059 -2.10079 0.4109 0.4179 0.3177 -0.4255
O 2.87018 -0.63122 0.68869 -1.6810 1.0318 -0.0943 -0.7594
H -0.46876 1.31083 -1.56350 0.6451 -0.3384 -0.0254 0.3334
H -0.41923 1.42421 0.25919 -0.6523 0.6128 0.2255 0.3322
H 0.19805 1.05380 1.52362 4.3199 -2.0119 1.2107 0.3235
H -1.60901 -0.85915 0.79101 -0.1158 -0.9641 0.2408 0.3388
```
Forces are in eV/Å.

Properties
Charge: -1
F_max, eV/Å: 5.7
Frontier orbital gap (spin up / spin down), hartree: 0.2262 / 0.2263
LUMO energy (spin up / spin down), eV: 3.7 / 3.7
2S+1: 1
Energy above the lowest of the compared OMol25 structures with the same formula, charge and spin, kcal per mole: 78.1

Record 2
This record from the Open Molecules 2025 dataset describes the molecule C2H4N3P at a distorted geometry. The level of theory is ωB97M-V/def2-TZVPD.

```
10
Properties=species:S:1:pos:R:3:forces:R:3:mulliken_charge:R:1
C -1.01697 0.59321 -0.23170 3.3976 -0.9737 2.1141 -0.2208
C 0.27830 -0.22255 -0.09683 -0.7899 0.4753 0.0371 0.6199
N -1.07550 1.29685 0.82197 -2.4564 1.2889 -0.9972 -0.1469
N 0.94108 -0.13156 0.95308 -1.6636 1.3519 1.5117 -0.5471
N -0.34841 1.02215 1.81861 2.8238 -2.9427 -0.7067 -0.3962
P 0.83247 -1.00409 -1.59647 -0.3310 0.3895 -1.3487 -0.1279
H -1.53832 0.47291 -1.12138 -1.5949 0.7358 -1.0343 0.4056
H 0.36372 1.66368 2.12478 -0.1809 0.9489 0.0341 0.2945
H -0.24163 -1.91660 -1.63591 0.1694 -0.3328 -0.0201 0.0555
H 1.80527 -1.77400 -1.03616 0.6260 -0.9410 0.4100 0.0635
```
Forces are in eV/Å.

Properties
F_max, eV/Å: 4.1
Frontier orbital gap, hartree: 0.3647
LUMO energy, eV: 0.5
2S+1: 1
Energy above the lowest of the compared OMol25 structures with the same formula, charge and spin, kcal per mole: 76.3

Record 3
This record from the Open Molecules 2025 dataset describes the molecule C2H4N3P at a distorted geometry. The level of theory is ωB97M-V/def2-TZVPD.

```
10
Properties=species:S:1:pos:R:3:forces:R:3:mulliken_charge:R:1
P -1.78159 -0.53122 0.31115 0.2136 -0.5373 2.3800 -0.0904
C 0.02381 -0.40478 0.29687 -0.1945 2.5568 0.3869 0.2860
C 0.85379 0.77377 0.46293 0.7937 0.8776 0.3695 0.0293
N 2.12029 0.38516 0.31158 -0.1351 0.6659 0.8194 -0.5012
N 2.11902 -0.90998 0.20941 -5.5473 -0.2469 -0.0514 0.1688
N 0.74278 -1.43666 0.15074 4.3803 -1.2786 -0.4447 -0.5238
H -1.91378 0.79653 0.11255 -0.3803 1.5903 -0.7961 0.0263
H -1.69059 -0.10218 1.74898 -0.6070 -0.8786 -1.0763 0.0589
H 0.65485 1.85335 0.83709 0.1033 -2.2012 -1.1817 0.3161
H 2.84763 -1.51953 -0.01301 1.3733 -0.5480 -0.4055 0.2298
```
Forces are in eV/Å.

Properties
F_max, eV/Å: 5.6
Frontier orbital gap, hartree: 0.3945
LUMO energy, eV: 1.0
2S+1: 1
Energy above the lowest of the compared OMol25 structures with the same formula, charge and spin, kcal per mole: 36.1

Record 4
This record from the Open Molecules 2025 dataset describes a structure of composition C2H4N3S at a distorted geometry. The level of theory is ωB97M-V/def2-TZVPD.

```
10
Properties=species:S:1:pos:R:3:forces:R:3:mulliken_charge:R:1
C 1.41661 -0.07752 -0.53305 -3.4775 1.9098 -0.2009 0.0877
C -0.69494 -0.60045 0.37896 -4.6297 0.5552 -2.9435 -0.6275
N 1.80042 -1.29058 -0.82518 2.2572 0.5842 1.3871 -0.1909
N 1.02474 -2.19425 -1.13589 -1.6131 -1.3290 -1.8694 0.0605
N 0.05535 0.28458 -0.31142 1.4933 -2.5961 0.2630 -0.1290
S -0.46236 -2.57747 -0.94729 0.0626 1.1430 1.5119 0.2758
H 1.96686 0.79314 -0.72389 1.6805 0.5409 -0.0308 0.4177
H -0.44379 -1.08871 1.24741 1.2217 -0.8228 1.7056 0.4274
H -1.84750 -0.36968 0.26488 2.4423 -0.6076 0.5241 0.3829
H -0.48809 0.96982 -0.81218 0.5626 0.6222 -0.3471 0.2955
```
Forces are in eV/Å.

Properties
Charge: +1
F_max, eV/Å: 5.5
Frontier orbital gap (spin up / spin down), hartree: 0.2633 / 0.2633
LUMO energy (spin up / spin down), eV: -7.0 / -7.0
2S+1: 1
Energy above the lowest of the compared OMol25 structures with the same formula, charge and spin, kcal per mole: 68.8

Record 5
This record from the Open Molecules 2025 dataset describes a cluster of 2 separate species, C2H4N3S in total at a distorted geometry. The level of theory is ωB97M-V/def2-TZVPD.

```
10
Properties=species:S:1:pos:R:3:forces:R:3:mulliken_charge:R:1
C -0.49861 0.02108 -0.01602 0.4002 1.0788 0.1780 0.4140
C -0.16078 1.72799 0.58923 -0.1420 3.1475 3.8237 -0.1486
N 0.08709 1.19158 -0.56843 -0.3048 -2.2873 -1.9706 0.0360
N -1.08038 0.75045 1.02445 0.3891 -0.2023 -3.0057 -0.1151
N -0.15625 -1.21169 -0.04565 -3.7673 -1.3301 2.0081 -0.0984
S 2.76235 -0.94738 -1.40167 0.2821 -0.0513 -0.1230 0.0106
H 0.71152 1.50659 -1.33209 -0.5805 -0.7366 0.8143 0.2677
H -1.42276 0.46582 1.91887 0.1781 -0.0459 0.5182 0.2660
H 0.57730 -1.58410 -0.53227 2.4643 -0.7249 -2.1078 0.0587
H -0.81949 -1.92033 0.36357 1.0807 1.1522 -0.1353 0.3092
```
Forces are in eV/Å.

Properties
Charge: +1
F_max, eV/Å: 5.0
Frontier orbital gap (spin up / spin down), hartree: 0.2660 / 0.2632
LUMO energy (spin up / spin down), eV: -7.1 / -7.2
2S+1: 1
Energy above the lowest of the compared OMol25 structures with the same formula, charge and spin, kcal per mole: 108.9

Record 6
This record from the Open Molecules 2025 dataset describes the molecule C2H4N4 at a distorted geometry. The level of theory is ωB97M-V/def2-TZVPD.

```
10
Properties=species:S:1:pos:R:3:forces:R:3:mulliken_charge:R:1
C 0.28508 -0.66832 1.15323 -0.1209 -0.2630 -0.2514 -0.6797
N 0.44436 0.01803 -0.15656 -1.2188 -0.1184 -0.8328 0.1937
C -0.53718 -0.09981 -1.29128 1.4034 0.4996 1.6748 0.0466
N -0.92731 1.02182 -1.73124 2.0808 0.4470 1.1855 -0.4142
N 0.02675 2.06078 -0.77203 -1.5787 -1.7784 -1.2324 -0.2417
N 0.63022 1.33721 0.00170 -0.0988 0.6048 -0.0436 -0.1257
H -0.70615 -0.45189 1.57152 0.1793 -0.0790 -0.1018 0.2951
H 1.03652 -0.33864 1.88451 -0.1073 0.0695 -0.6325 0.2728
H 0.39628 -1.74010 1.00749 -0.0409 -0.0067 -0.0257 0.2934
H -0.64977 -1.11628 -1.68999 -0.4982 0.6247 0.2599 0.3597
```
Forces are in eV/Å.

Properties
F_max, eV/Å: 2.7
Frontier orbital gap, hartree: 0.4054
LUMO energy, eV: 0.7
2S+1: 1
Energy above the lowest of the compared OMol25 structures with the same formula, charge and spin, kcal per mole: 67.5

Record 7
This record from the Open Molecules 2025 dataset describes the molecule C2H4N4. The level of theory is ωB97M-V/def2-TZVPD.

```
10
Properties=species:S:1:pos:R:3:forces:R:3:mulliken_charge:R:1
C -1.38568 -0.10598 0.12208 -0.1078 0.0086 0.0122 -0.7804
N 0.05030 -0.14450 -0.06934 0.1403 0.0695 0.0096 0.3959
C 0.98528 0.80646 0.07582 -0.0274 -0.0933 -0.0308 -0.0336
N 2.16033 0.28840 -0.19567 -0.2039 0.0821 0.0501 -0.3308
N 1.92311 -1.00397 -0.50860 -0.1236 -0.0257 0.0068 -0.3391
N 0.66964 -1.27522 -0.43634 0.1381 0.1191 0.0115 -0.2425
H -1.62594 0.03839 1.17800 0.0230 -0.0317 -0.1434 0.3061
H -1.77883 -1.06446 -0.21682 0.0370 0.1411 0.0586 0.3028
H -1.82282 0.70001 -0.47097 0.0573 -0.1094 0.0757 0.3098
H 0.77539 1.82599 0.36736 0.0669 -0.1604 -0.0501 0.4117
```
Forces are in eV/Å.

Properties
F_max, eV/Å: 0.2
Frontier orbital gap, hartree: 0.4199
LUMO energy, eV: 0.7
2S+1: 1
Energy above the lowest of the compared OMol25 structures with the same formula, charge and spin, kcal per mole: 34.6

Record 8
This record from the Open Molecules 2025 dataset describes a cluster of 2 separate species, C2H4N4 in total at a distorted geometry. The level of theory is ωB97M-V/def2-TZVPD.

```
10
Properties=species:S:1:pos:R:3:forces:R:3:mulliken_charge:R:1
C -0.92450 1.11282 -0.03088 0.3410 -0.8381 -0.3341 0.0213
C 1.68987 -0.54074 0.03378 -4.1885 1.4401 2.3827 -0.3455
N -2.20728 0.80468 0.01146 -0.3940 1.1569 0.1517 -0.3527
N -2.29788 -0.52350 0.02748 -1.1189 -0.6361 0.1184 -0.2936
N -1.14566 -1.09749 -0.01203 0.2070 1.4700 -0.2505 -0.2745
N -0.30463 -0.07037 -0.09133 5.8205 -1.3775 0.4092 0.1368
H -0.38268 2.07862 -0.06883 -0.8585 -0.8572 0.0609 0.3490
H 2.09037 0.49489 0.12643 -0.2720 -1.1670 0.4739 0.2498
H 1.59823 -1.29370 0.89314 0.3633 1.6569 -1.2466 0.2493
H 1.88416 -0.96521 -0.88921 0.1002 -0.8481 -1.7657 0.2601
```
Forces are in eV/Å.

Properties
F_max, eV/Å: 6.0
Frontier orbital gap, hartree: 0.3518
LUMO energy, eV: -0.6
2S+1: 1
Energy above the lowest of the compared OMol25 structures with the same formula, charge and spin, kcal per mole: 91.9

Record 9
This record from the Open Molecules 2025 dataset describes the molecule C2H4N4 at a distorted geometry. The level of theory is ωB97M-V/def2-TZVPD.

```
10
Properties=species:S:1:pos:R:3:forces:R:3:mulliken_charge:R:1
N -1.47847 -0.19946 1.36237 -0.4989 -0.1915 -0.3168 -0.3404
C -0.47907 -0.07637 0.39336 0.3576 0.2626 0.7345 0.4246
N -0.53654 -0.30251 -0.94213 -0.1147 -0.0194 0.0909 -0.6016
C 0.68338 -0.02465 -1.37072 -0.5869 -0.1455 0.0984 0.0067
N 1.55517 0.36378 -0.46094 -1.3929 -0.2561 0.8479 -0.2029
N 0.60391 0.32756 0.98728 3.0705 0.3308 -3.1755 -0.3073
H -1.64840 -1.08556 1.79741 -0.0891 0.0148 -0.1172 0.1973
H -2.13393 0.54538 1.50052 -0.0714 -0.1074 -0.1050 0.1971
H 0.93132 -0.11807 -2.43191 0.0591 0.0641 0.3609 0.3862
H 2.50264 0.56989 -0.83524 -0.7334 0.0476 1.5820 0.2402
```
Forces are in eV/Å.

Properties
F_max, eV/Å: 4.4
Frontier orbital gap, hartree: 0.3958
LUMO energy, eV: 1.0
2S+1: 1
Energy above the lowest of the compared OMol25 structures with the same formula, charge and spin, kcal per mole: 48.4

Record 10
This record from the Open Molecules 2025 dataset describes a cluster of 2 separate species, C2H4N4 in total at a distorted geometry. The level of theory is ωB97M-V/def2-TZVPD.

```
10
Properties=species:S:1:pos:R:3:forces:R:3:mulliken_charge:R:1
N -0.71386 1.43661 0.99370 -0.0794 0.3072 0.2396 -0.4761
C -0.26085 0.19526 0.68924 0.0386 -0.3465 -0.1381 0.2386
C -0.10512 -1.04008 0.70951 -0.4176 0.9113 -0.2647 -0.5056
N 0.49516 -1.22949 -1.34887 0.5898 -0.2012 0.4223 -0.4165
N 0.92444 -0.03881 -1.51612 -0.3739 0.6347 0.7498 0.2291
N 0.79791 0.97693 -0.96384 0.0264 -1.5783 -0.5609 -0.2881
H -1.66500 1.48073 1.34070 0.2910 -0.0006 0.0203 0.2387
H -0.50382 2.08664 0.24740 -0.4036 0.1843 0.4258 0.2904
H -0.26529 -2.01426 1.14560 0.2180 0.2814 -0.5469 0.4072
H 1.29642 -1.85355 -1.29731 0.1106 -0.1922 -0.3473 0.2822
```
Forces are in eV/Å.

Properties
F_max, eV/Å: 1.7
Frontier orbital gap (spin up / spin down), hartree: 0.3299 / 0.3299
LUMO energy (spin up / spin down), eV: 0.5 / 0.5
2S+1: 1
Energy above the lowest of the compared OMol25 structures with the same formula, charge and spin, kcal per mole: 126.6

Please write out number 7 again, unchanged.
This record from the Open Molecules 2025 dataset describes the molecule C2H4N4. The level of theory is ωB97M-V/def2-TZVPD.

```
10
Properties=species:S:1:pos:R:3:forces:R:3:mulliken_charge:R:1
C -1.38568 -0.10598 0.12208 -0.1078 0.0086 0.0122 -0.7804
N 0.05030 -0.14450 -0.06934 0.1403 0.0695 0.0096 0.3959
C 0.98528 0.80646 0.07582 -0.0274 -0.0933 -0.0308 -0.0336
N 2.16033 0.28840 -0.19567 -0.2039 0.0821 0.0501 -0.3308
N 1.92311 -1.00397 -0.50860 -0.1236 -0.0257 0.0068 -0.3391
N 0.66964 -1.27522 -0.43634 0.1381 0.1191 0.0115 -0.2425
H -1.62594 0.03839 1.17800 0.0230 -0.0317 -0.1434 0.3061
H -1.77883 -1.06446 -0.21682 0.0370 0.1411 0.0586 0.3028
H -1.82282 0.70001 -0.47097 0.0573 -0.1094 0.0757 0.3098
H 0.77539 1.82599 0.36736 0.0669 -0.1604 -0.0501 0.4117
```
Forces are in eV/Å.

Properties
F_max, eV/Å: 0.2
Frontier orbital gap, hartree: 0.4199
LUMO energy, eV: 0.7
2S+1: 1
Energy above the lowest of the compared OMol25 structures with the same formula, charge and spin, kcal per mole: 34.6

2S+1 of number 2 (C2H4N3P)? 1